# C4H13N2O

2 unconnected molecules or ions with the total composition C4H13N2O at a distorted geometry (the ωB97M-V functional and the def2-TZVPD basis, OMol25).

spin multiplicity	1
frontier orbital gap	0.4029	Ha
total charge	+1

The geometry in XYZ format:
```
20
Properties=species:S:1:pos:R:3:forces:R:3:mulliken_charge:R:1
C -0.55420 2.05564 1.56933 0.5832 0.3018 -0.6063 -1.156
C -0.79810 1.64332 0.10561 -1.7934 -0.5505 0.7245 -0.238
C -1.63937 0.33466 0.06575 1.1351 -0.5322 0.9637 -0.781
N -0.69149 -0.78844 0.29653 -0.3307 -0.9347 -0.6561 -0.161
C 0.15940 -1.21640 -0.59870 1.6569 1.3058 -0.6533 -0.033
N -0.04073 -1.09267 -1.91210 -0.2963 -0.1274 2.1836 -0.251
H -1.46563 2.08193 2.18174 0.3027 -0.9376 -0.0199 0.343
H 0.33948 1.50474 1.94514 -1.0500 0.2789 0.3400 0.291
H -0.31599 3.10393 1.60444 0.6574 0.5085 -0.1834 0.351
H -1.46370 2.34490 -0.41036 0.6023 0.3265 0.0164 0.348
H 0.14098 1.48064 -0.42401 -0.1732 0.3057 -0.1820 0.257
H -2.27782 0.21731 0.93640 -0.5540 0.6072 -0.2673 0.390
H -2.19559 0.22523 -0.84865 -0.2532 -0.2185 -0.2451 0.359
H -0.60900 -1.21140 1.21047 0.1538 0.5339 0.1866 0.301
H 1.19810 -1.39495 -0.26642 -0.6091 -0.9880 -0.1624 0.480
H 0.75504 -1.03288 -2.51969 -0.1925 -0.3582 -0.4923 0.254
H -1.01286 -1.06507 -2.17022 0.1555 0.3884 -0.9198 0.263
H 3.53729 -3.13313 0.01970 -0.1977 0.1347 -0.0501 0.306
H 3.83273 -1.73703 -0.51103 -0.0192 -0.0502 0.0389 0.319
O 3.10147 -2.32032 -0.27394 0.2223 0.0059 -0.0157 -0.642
```
Forces are in eV/Å.

# C4H13N2O

2 unconnected molecules or ions with the total composition C4H13N2O at a distorted geometry (the ωB97M-V functional and the def2-TZVPD basis, OMol25).

spin multiplicity	1
frontier orbital gap	0.3808	Ha
total charge	+1

The geometry in XYZ format:
```
20
Properties=species:S:1:pos:R:3:forces:R:3:mulliken_charge:R:1
C -1.70456 -1.55626 -1.04044 0.6556 0.5500 1.0129 -0.981
C -1.20293 -0.11718 -0.82120 -1.4113 0.5453 0.4082 -0.875
C -0.33399 0.31009 0.32174 0.3502 1.8019 0.5154 0.150
C -0.74801 0.89926 1.45814 0.6183 -2.0500 -0.3772 -0.134
N 0.22142 1.42202 2.38365 -0.9690 -0.4642 -0.2011 -0.615
N 1.06618 0.66139 -0.05921 0.2843 -0.9727 -0.8116 -0.171
H -2.12170 -1.88165 -0.08351 0.1706 -0.2728 -0.1042 0.301
H -2.54167 -1.53925 -1.72917 0.2179 -0.1055 -0.3719 0.348
H -0.88858 -2.20777 -1.33461 -0.2056 -0.3028 -0.2120 0.301
H -2.10266 0.43869 -0.53300 -0.1585 -0.0065 -0.5743 0.362
H -0.84776 0.37327 -1.73172 0.0733 -0.1918 -0.0836 0.391
H -1.75578 0.62364 1.77584 -0.0861 0.6901 -0.0087 0.337
H 0.38046 0.62786 3.00541 0.3569 0.3466 0.2812 0.268
H -0.25296 2.11655 2.95137 0.2646 0.1410 0.1309 0.296
H 1.10100 1.60267 -0.45787 -0.1265 -0.1553 -0.2027 0.356
H 1.38023 -0.08165 -0.76994 0.2326 0.8453 0.8165 0.272
H 1.73544 0.69649 0.71173 -0.3297 -0.1808 0.2337 0.422
H 2.60163 -1.96471 -1.64332 0.4596 -0.5412 0.0442 0.296
H 2.01542 -0.88655 -2.57360 0.1489 -0.1160 -0.5274 0.309
O 1.99466 -1.23477 -1.68364 -0.5461 0.4397 0.0316 -0.632
```
Forces are in eV/Å.

# C4H13N2O2

A molecular structure, C4H13N2O2 at a distorted geometry (the ωB97M-V functional and the def2-TZVPD basis, OMol25).

spin multiplicity	1
frontier orbital gap	0.2904	Ha
total charge	-1

The geometry in XYZ format:
```
21
Properties=species:S:1:pos:R:3:forces:R:3:mulliken_charge:R:1
C -0.31026 -1.58641 0.17816 0.8100 0.4694 -1.1504 -0.721
O -1.29065 -1.74855 1.14371 0.7153 0.1515 -1.3010 -0.774
C -0.18829 -0.14269 -0.47160 1.2660 1.3466 0.4299 0.138
C 0.72135 0.68621 0.43449 -1.8099 1.9618 1.1297 -0.917
C 1.24219 2.08389 0.01875 1.2648 -1.5246 -1.7361 -0.290
N 2.67006 2.13099 0.46230 0.1186 -0.3136 1.3484 -0.558
N -1.43996 0.59137 -0.74136 0.9997 -0.1293 1.6011 -0.691
H -0.45138 -2.20507 -0.75300 -0.1541 -0.2361 0.8910 0.302
H 0.76982 -1.76281 0.52188 -1.1578 -0.2547 -0.0367 0.305
H 0.49422 -0.12337 -1.37636 -1.2120 -0.7260 0.1243 0.405
H 0.18347 0.92641 1.37854 0.5311 -1.0616 0.0519 0.095
H 1.62360 0.12660 0.51198 0.4367 -0.6489 0.7906 0.454
H 1.07879 2.12987 -1.09722 0.8762 0.0948 0.7121 0.279
H 0.78908 2.98336 0.36885 -0.9573 0.2010 0.7162 0.221
H 3.36559 2.29446 -0.24339 0.0753 -0.3269 0.0612 0.160
H 2.95119 1.43665 1.23675 -0.7278 1.5206 -2.2309 0.237
H -1.83549 0.12446 -1.53236 -1.1380 -0.3378 0.0911 0.268
H -1.98431 0.49781 0.16358 0.2827 -0.3077 -1.8558 0.343
H -3.16338 -3.56842 -0.25485 0.0554 -0.3963 0.1477 0.195
H -2.18909 -2.24404 0.41283 -0.7396 -0.1965 -0.0696 0.420
O -3.03656 -2.63071 -0.36167 0.4650 0.7143 0.2853 -0.871
```
Forces are in eV/Å.

# C4H13N2O2

2 unconnected molecules or ions with the total composition C4H13N2O2 at a distorted geometry (the ωB97M-V functional and the def2-TZVPD basis, OMol25).

spin multiplicity	1
frontier orbital gap	0.4125	Ha
total charge	+1

The geometry in XYZ format:
```
21
Properties=species:S:1:pos:R:3:forces:R:3:mulliken_charge:R:1
N -1.25320 -0.35927 -0.20419 -0.9093 0.7623 -1.2861 -0.343
C -0.47426 0.24326 0.95622 0.2334 0.4872 -2.6850 0.024
C 0.71523 -0.71312 1.08557 0.4616 0.9187 2.6195 -0.814
C 0.23221 -2.12128 1.41612 0.3194 -0.4473 -0.3807 0.015
O -0.92208 -2.44675 1.29851 -0.1038 0.1327 0.1267 -0.461
C 0.04126 1.69350 0.40473 -1.9660 -0.8816 1.1805 -0.623
N -0.79915 2.12827 -0.73344 0.6485 0.3000 0.4384 -0.582
H -2.00199 -0.95685 0.13262 0.3049 -0.5169 0.0103 0.360
H -0.62290 -0.86108 -0.83418 -0.0629 -0.3560 0.1126 0.258
H -1.67852 0.36462 -0.84535 0.6720 0.1046 0.9213 0.423
H -1.23456 0.24675 1.74128 0.7537 0.2503 0.3553 0.495
H 1.46263 -0.53228 0.29317 -0.6167 -0.7742 -0.0884 0.296
H 1.31500 -0.39981 1.99201 -0.5636 -0.2714 -0.6244 0.396
H 0.93869 -2.87356 1.80557 0.2696 0.3382 -0.0935 0.398
H -0.05817 2.39628 1.25664 0.5265 -0.3714 -0.5105 0.328
H 1.06365 1.50728 0.12029 0.2906 0.4802 -0.1754 0.356
H -0.21512 2.56002 -1.44698 -0.2464 -0.1175 0.1096 0.230
H -1.45977 2.83591 -0.42103 0.1352 -0.0888 -0.1558 0.228
H 2.21916 -0.47737 -2.35354 0.1732 0.0246 0.0508 0.315
H 1.29080 -1.19327 -3.30283 -0.0770 -0.1283 0.0940 0.303
O 1.44109 -1.04125 -2.36119 -0.2427 0.1547 -0.0192 -0.603
```
Forces are in eV/Å.

# C4H13N2O2

2 unconnected molecules or ions with the total composition C4H13N2O2 at a distorted geometry (the ωB97M-V functional and the def2-TZVPD basis, OMol25).

spin multiplicity	1
frontier orbital gap	0.3655	Ha
total charge	+1

The geometry in XYZ format:
```
21
Properties=species:S:1:pos:R:3:forces:R:3:mulliken_charge:R:1
O 0.13753 3.28055 -0.32273 0.2660 0.3644 0.0577 -0.413
C 0.50410 2.58498 0.57033 -0.1593 -1.3299 0.6031 -0.048
C 0.35920 1.03512 0.49068 -0.5576 -0.5849 0.3076 0.334
C -1.10559 0.77006 0.17312 0.6525 -0.3522 -2.4570 -0.681
C -1.42583 -0.54104 -0.58899 0.0687 0.2225 2.3724 -0.753
N -0.64054 -1.75546 -0.03941 -0.0877 1.5973 0.0994 -0.156
N 0.79315 0.27791 1.66985 0.6669 0.2593 0.0348 -0.623
H 0.86165 2.90546 1.57721 0.1153 0.4869 -0.3877 0.280
H 0.93980 0.63041 -0.34530 0.2230 0.5054 -0.1393 0.138
H -1.29504 1.47475 -0.66313 -0.6237 0.3126 1.0828 0.325
H -1.72272 0.86441 1.05181 -0.3743 0.3445 0.0954 0.388
H -1.30388 -0.49841 -1.65112 0.3760 0.0417 -0.4623 0.376
H -2.47299 -0.71347 -0.35940 -0.0925 -0.4173 -0.3656 0.360
H 0.03523 -1.51277 0.70275 -0.0697 0.6899 0.1252 0.340
H -0.00484 -2.05186 -0.78215 -0.2370 -1.2771 -0.1261 0.291
H -1.33653 -2.34647 0.40152 0.4295 -1.0636 -0.6312 0.379
H 0.14562 0.07773 2.42139 -0.5509 0.5375 -0.2421 0.225
H 1.55538 0.78470 2.11022 0.2660 -0.4486 0.0231 0.269
H 2.62166 -2.22933 -2.20402 -0.6222 0.1906 0.5870 0.319
H 1.49635 -1.23378 -2.45657 0.2909 -0.1589 0.2122 0.329
O 1.85829 -1.80350 -1.75605 0.0203 0.0799 -0.7893 -0.680
```
Forces are in eV/Å.

# C4H13N2O2

2 unconnected molecules or ions with the total composition C4H13N2O2 at a distorted geometry (the ωB97M-V functional and the def2-TZVPD basis, OMol25).

spin multiplicity	1
frontier orbital gap	0.3662	Ha
total charge	+1

The geometry in XYZ format:
```
21
Properties=species:S:1:pos:R:3:forces:R:3:mulliken_charge:R:1
N -0.30165 1.16048 0.42481 -0.3461 1.9665 -0.6719 -0.444
C 0.62524 0.13635 -0.42119 -3.2329 1.3251 0.5264 -0.041
C 1.26223 -0.99599 0.32100 1.8413 -0.7062 0.1751 -0.736
C 1.50638 -0.72762 1.81598 -0.3642 1.6383 2.5515 0.050
O 0.81439 0.12058 2.40847 1.4671 -1.9549 -0.9045 -0.543
C -0.37163 -0.31673 -1.57076 2.1619 3.6387 -0.7328 -0.733
N -0.31905 0.78729 -2.63575 -0.3207 -1.2098 0.9711 -0.581
H 0.20593 1.39613 1.29192 0.0424 0.0177 -0.4750 0.431
H -1.27599 0.79912 0.91919 2.0807 0.1769 -1.5194 0.384
H -0.36214 2.09538 -0.19345 -0.2437 -2.8239 1.7579 0.339
H 1.40644 0.85880 -0.69781 -0.3649 -0.5300 -0.6174 0.518
H 0.68376 -1.94615 0.17031 0.7978 0.6400 0.2992 0.334
H 2.29707 -1.03508 -0.21940 -1.7036 -0.7525 1.1040 0.302
H 2.32818 -1.17579 2.52920 -1.1807 0.0462 -2.0214 0.376
H -0.20490 -1.30449 -1.89506 1.3450 -0.9753 -1.2266 0.477
H -1.37101 -0.47669 -1.27860 -1.3800 0.6833 1.0306 0.268
H -0.91758 1.61155 -2.43334 0.6581 -1.0322 -0.1285 0.250
H 0.65971 1.06483 -2.75294 -0.6957 0.0442 -0.1717 0.284
H -2.41406 -0.78704 0.58762 0.3783 1.4338 3.3037 0.394
H -2.03906 -0.97105 2.12363 0.3685 -1.2932 1.3419 0.332
O -2.21225 -0.29387 1.50618 -1.3086 -0.3328 -4.5921 -0.665
```
Forces are in eV/Å.

| no. | E_tot (eV) | highest occupied orbital energy (eV) |
| --- | --- | --- |
| 1 | -9380.020 | -14.602 |
| 2 | -9379.508 | -13.611 |
| 3 | -11433.242 | -4.054 |
| 4 | -11427.333 | -14.094 |
| 5 | -11426.852 | -13.192 |
| 6 | -11425.382 | -13.403 |